No. 1
C17H13ClFN5O | wB97M-V/def2-TZVPD

Bonds (Å) are listed after each position.
Element x y z (Å)
1 O -2.7616 -1.4865 3.6221  C6 1.209
2 F 4.0645 1.9449 1.4522  C17 1.384
3 Cl -1.9115 0.5443 -4.8907  C11 1.757
4 N -0.2973 0.6020 -0.8949  C9 1.326, N21 1.412
5 N 0.5444 -0.1708 -5.5507  C10 1.333, C11 1.337
6 C -2.3609 -0.9035 2.6422  O1 1.209, C8 1.400, N23 1.377
7 C -0.4584 -0.0760 1.4307  C8 1.355, C9 1.538, C18 1.476
8 C -0.9918 -0.6266 2.5485  C6 1.400, C7 1.355, N22 1.414
9 C -1.0976 0.1187 0.0457  N4 1.326, C7 1.538, C24 1.539
10 C 1.8068 -0.5200 -5.3006  N5 1.333, C12 1.410, H26 1.099
11 C -0.2227 0.2201 -4.5284  Cl3 1.757, N5 1.337, C19 1.381
12 C 2.4521 -0.4957 -4.0466  C10 1.410, C15 1.410, H27 1.095
13 C 3.3491 0.7420 3.2850  C16 1.410, C17 1.364, H28 1.103
14 C 1.8778 0.9946 1.3019  C17 1.401, C18 1.390, H29 1.119
15 C 1.6293 -0.0638 -2.9867  C12 1.410, C19 1.446, H30 1.081
16 C 2.3521 0.0236 3.9762  C13 1.410, C20 1.449, H31 1.073
17 C 3.0618 1.1836 2.0264  F2 1.384, C13 1.364, C14 1.401
18 C 0.8959 0.2361 1.9288  C7 1.476, C14 1.390, C20 1.441
19 C 0.2795 0.3805 -3.2522  C11 1.381, C15 1.446, N21 1.366
20 C 1.1428 -0.2964 3.2447  C16 1.449, C18 1.441, N22 1.357
21 N -0.5997 0.7320 -2.2680  N4 1.412, C19 1.366, H32 1.023
22 N -0.0088 -0.9635 3.5078  C8 1.414, C20 1.357, H33 1.021
23 N -3.4776 -0.6117 1.8911  C6 1.377, C25 1.423, H34 1.018
24 C -2.4958 -0.3966 -0.3390  C9 1.539, C25 1.543, H35 1.089, H36 1.085
25 C -3.6423 -0.0025 0.6162  N23 1.423, C24 1.543, H37 1.121, H38 1.150
26 H 2.5677 -0.7489 -6.0595  C10 1.099
27 H 3.5041 -0.7987 -4.0276  C12 1.095
28 H 4.3707 0.8677 3.6804  C13 1.103
29 H 1.7120 1.3680 0.2599  C14 1.119
30 H 1.9797 -0.1043 -1.9648  C15 1.081
31 H 2.4652 -0.1604 5.0270  C16 1.073
32 H -1.5544 0.9717 -2.5477  N21 1.023
33 H -0.2433 -1.4334 4.3832  N22 1.021
34 H -4.3168 -0.7144 2.4586  N23 1.018
35 H -2.5171 -1.4706 -0.5180  C24 1.089
36 H -2.8594 0.1015 -1.2315  C24 1.085
37 H -3.5463 1.0694 0.9288  C25 1.121
38 H -4.6924 -0.0565 0.1496  C25 1.150

Computed properties:
- Frontier orbital gap: 7.58 eV
- SMILES string: O=C1NCC/C(=N\Nc2cccnc2Cl)c2c1[nH]c1ccc(F)cc21

Results of the natural (NBO) charge analysis, in e, for atoms 1 through 8:
1. O -0.627
2. F -0.347
3. Cl -0.013
4. N -0.252
5. N -0.403
6. C 0.603
7. C -0.009
8. C 0.061

No. 2
C24H63O6S5 | wB97M-V/def2-TZVPD

Bonds (Å) are listed after each position.
Element x y z (Å)
1 C 0.6811 -0.3591 -1.1781  C2 1.546, H4 1.097, H5 1.095, H6 1.096
2 C 1.1337 -1.7036 -0.5630  C1 1.546, O3 1.377, H7 1.105, H8 1.106
3 O 2.3653 -1.6623 0.0511  C2 1.377
4 H 1.4354 0.0465 -1.8641  C1 1.097
5 H 0.6651 0.4317 -0.4210  C1 1.095
6 H -0.2630 -0.4470 -1.7276  C1 1.096
7 H 1.1787 -2.4168 -1.4058  C2 1.105
8 H 0.3549 -1.9658 0.1776  C2 1.106
9 C -0.0687 3.5152 -1.5603  S10 1.838, H13 1.094, H14 1.089, H15 1.091
10 S 0.6923 5.0778 -2.1575  C9 1.838, O11 1.506, C12 1.839
11 O -0.0402 5.4549 -3.4182  S10 1.506
12 C 0.0507 6.1636 -0.8198  S10 1.839, H16 1.087, H17 1.088, H18 1.088
13 H -1.1178 3.6141 -1.2680  C9 1.094
14 H 0.4218 3.0842 -0.6887  C9 1.089
15 H -0.0368 2.7735 -2.3596  C9 1.091
16 H 0.2032 5.7506 0.1739  C12 1.087
17 H -1.0024 6.3067 -1.0550  C12 1.088
18 H 0.6486 7.0619 -0.9605  C12 1.088
19 C 5.0803 2.9416 -0.0102  S20 1.836, H23 1.095, H24 1.087, H25 1.087
20 S 3.5436 3.1222 0.9792  C19 1.836, O21 1.512, C22 1.809
21 O 2.5681 3.9998 0.2289  S20 1.512
22 C 2.9204 1.4278 0.8715  S20 1.809, H26 1.089, H27 1.089, H28 1.087
23 H 5.8963 3.2436 0.6544  C19 1.095
24 H 5.1609 3.7054 -0.7787  C19 1.087
25 H 5.1985 1.8842 -0.2309  C19 1.087
26 H 3.4541 0.7385 1.5236  C22 1.089
27 H 3.0442 1.0651 -0.1481  C22 1.089
28 H 1.8559 1.4365 1.0928  C22 1.087
29 C -0.7382 0.6171 -5.0517  S30 1.821, H33 1.092, H34 1.091, H35 1.088
30 S -1.3174 1.3046 -6.6357  C29 1.821, O31 1.511, C32 1.809
31 O -2.5004 0.4608 -7.0487  S30 1.511
32 C -1.9105 2.8897 -5.9967  S30 1.809, H36 1.090, H37 1.091, H38 1.089
33 H -0.2809 -0.3601 -5.2170  C29 1.092
34 H -1.5742 0.3878 -4.3899  C29 1.091
35 H 0.0395 1.2243 -4.5944  C29 1.088
36 H -2.0049 3.5291 -6.8742  C32 1.090
37 H -1.1719 3.3417 -5.3328  C32 1.091
38 H -2.8694 2.7928 -5.4900  C32 1.089
39 C 3.3572 4.3771 -5.0823  S40 1.832, H43 1.092, H44 1.091, H45 1.087
40 S 2.4052 2.8335 -4.8220  C39 1.832, O41 1.493, C42 1.834
41 O 2.8905 1.6716 -5.6237  S40 1.493
42 C 3.0179 2.5379 -3.1194  S40 1.834, H46 1.092, H47 1.088, H48 1.088
43 H 4.3983 4.1859 -4.8148  C39 1.092
44 H 2.9939 5.1237 -4.3740  C39 1.091
45 H 3.2569 4.7787 -6.0871  C39 1.087
46 H 3.9554 1.9832 -3.1995  C42 1.092
47 H 2.3395 1.9039 -2.5527  C42 1.088
48 H 3.2304 3.4411 -2.5513  C42 1.088
49 C 1.7913 -3.5731 3.2011  S50 1.821, H53 1.091, H54 1.090, H55 1.094
50 S 3.2875 -2.8075 3.9027  C49 1.821, O51 1.498, C52 1.817
51 O 4.2730 -2.8834 2.7768  S50 1.498
52 C 2.5872 -1.1306 3.8759  S50 1.817, H56 1.092, H57 1.093, H58 1.090
53 H 0.9544 -3.7010 3.8895  C49 1.091
54 H 2.0853 -4.5285 2.7673  C49 1.090
55 H 1.4693 -2.9561 2.3573  C49 1.094
56 H 2.2153 -0.9241 2.8707  C52 1.092
57 H 3.4664 -0.5130 4.0771  C52 1.093
58 H 1.8634 -0.9308 4.6656  C52 1.090
59 C -2.4912 -1.8601 5.2161  C60 1.528, H65 1.091, H66 1.099, H67 1.089
60 C -1.4709 -1.0441 4.4236  C59 1.528, C61 1.537, H68 1.093, H69 1.095
61 C -2.0783 -0.0755 3.3963  C60 1.537, C62 1.523, H70 1.093, H71 1.095
62 C -1.1224 0.2951 2.2700  C61 1.523, C63 1.522, H72 1.094, H73 1.099
63 C -1.8308 1.1424 1.2232  C62 1.522, C64 1.536, H74 1.098, H75 1.093
64 C -2.8850 0.4725 0.3294  C63 1.536, H76 1.096, H77 1.088, H78 1.092
65 H -3.2540 -2.3559 4.6134  C59 1.091
66 H -3.0812 -1.1367 5.7951  C59 1.099
67 H -2.0778 -2.5565 5.9437  C59 1.089
68 H -0.8056 -0.4524 5.0576  C60 1.093
69 H -0.8163 -1.7702 3.9310  C60 1.095
70 H -2.5100 0.8108 3.8672  C61 1.093
71 H -2.9412 -0.5667 2.9338  C61 1.095
72 H -0.1944 0.7682 2.6048  C62 1.094
73 H -0.7249 -0.5285 1.6607  C62 1.099
74 H -2.2854 2.0077 1.7225  C63 1.098
75 H -1.1494 1.5563 0.4750  C63 1.093
76 H -2.3768 -0.1909 -0.3789  C64 1.096
77 H -3.6529 -0.0935 0.8534  C64 1.088
78 H -3.2770 1.2180 -0.3659  C64 1.092
79 C -1.5936 -5.2942 4.2232  C80 1.514, H85 1.095, H86 1.093, H87 1.089
80 C -2.4540 -5.2295 2.9791  C79 1.514, C81 1.544, H88 1.091, H89 1.093
81 C -1.9015 -4.1961 1.9740  C80 1.544, C82 1.534, H90 1.093, H91 1.093
82 C -2.7396 -4.1694 0.6893  C81 1.534, C83 1.510, H92 1.098, H93 1.098
83 C -2.1308 -3.4259 -0.4758  C82 1.510, C84 1.527, H94 1.093, H95 1.093
84 C -3.0774 -3.2626 -1.6632  C83 1.527, H96 1.095, H97 1.088, H98 1.093
85 H -2.0847 -5.9284 4.9686  C79 1.095
86 H -1.5432 -4.3343 4.7442  C79 1.093
87 H -0.5905 -5.6508 3.9951  C79 1.089
88 H -2.5348 -6.2325 2.5571  C80 1.091
89 H -3.4569 -4.8748 3.2310  C80 1.093
90 H -0.8577 -4.3581 1.6934  C81 1.093
91 H -1.9740 -3.2126 2.4459  C81 1.093
92 H -2.9839 -5.1804 0.3362  C82 1.098
93 H -3.7373 -3.7990 0.9586  C82 1.098
94 H -1.7734 -2.4530 -0.1283  C83 1.093
95 H -1.2348 -3.9430 -0.8272  C83 1.093
96 H -2.6032 -2.5897 -2.3859  C84 1.095
97 H -3.2872 -4.2230 -2.1290  C84 1.088
98 H -3.9502 -2.6497 -1.4222  C84 1.093

Computed properties:
- Frontier orbital gap: 5.42 eV
- Total charge: -1

Results of the Mulliken charge analysis, in e, for atoms 1 through 8:
1. C 0.077
2. C 0.530
3. O -0.872
4. H 0.214
5. H -0.507
6. H 0.082
7. H 0.224
8. H -0.707

| no. | E_LUMO (eV) |
| --- | --- |
| 1 | -0.4199 |
| 2 | 2.0906 |